Entry 1:
Below is a structure of composition C38H50AsN5O8P2S2Ti at a distorted geometry, with properties calculated with ωB97M-V/def2-TZVPD.

Each line ends with the Mulliken charge.
CARTESIAN COORDINATES (ANGSTROEM)
Ti -0.037 0.146 -0.042  0.8085
C -0.719 3.594 -2.108  -0.3778
N 0.377 3.798 -1.148  0.3764
C 1.685 3.472 -1.750  -1.0311
P 0.248 3.337 0.411  -0.3401
O 0.707 1.968 0.837  -0.7126
O -1.311 3.596 0.768  -0.1557
P -2.414 2.392 0.869  -0.3794
O -1.828 1.246 0.136  1.2322
N -3.677 2.988 0.018  0.6661
C -4.761 2.024 -0.203  -1.0749
C -4.079 4.380 -0.062  -1.1278
N -2.804 2.265 2.443  0.5374
C -3.411 3.433 3.075  -0.9576
C -2.056 1.454 3.404  0.0658
N 1.112 4.437 1.266  0.3335
C 1.464 4.125 2.650  -0.9440
C 0.874 5.860 1.048  -1.0656
H -0.579 4.303 -2.925  0.4585
H -1.680 3.793 -1.640  0.0372
H -0.707 2.574 -2.494  -0.1355
H 1.835 4.121 -2.613  0.3909
H 1.706 2.426 -2.062  0.0895
H 2.483 3.658 -1.032  0.3853
H -4.399 1.005 -0.063  0.3022
H -5.129 2.126 -1.225  0.4038
H -5.587 2.202 0.493  0.2469
H -3.256 5.035 0.218  0.2149
H -4.940 4.592 0.581  0.4442
H -4.366 4.614 -1.090  0.3255
H -4.080 3.957 2.399  0.2100
H -2.645 4.134 3.428  0.2552
H -3.993 3.096 3.933  0.3924
H -1.562 0.626 2.909  -0.4771
H -2.758 1.063 4.140  0.3808
H -1.308 2.070 3.917  0.2923
H 1.568 3.051 2.776  0.2010
H 0.704 4.498 3.344  0.2796
H 2.416 4.600 2.893  0.3404
H 0.600 6.038 0.011  0.3141
H 1.789 6.413 1.267  0.3730
H 0.077 6.234 1.700  0.2780
O -1.162 -2.958 1.848  -0.7786
S -1.453 -1.669 1.295  1.4151
O -2.814 -1.217 1.389  -0.6464
O -0.941 -1.584 -0.206  -0.5031
O -0.474 -0.603 1.866  -1.5055
O 0.141 0.672 -1.670  0.0746
As 0.412 -1.257 -2.909  2.4133
C -1.485 -1.424 -3.424  0.1465
C -2.431 -0.550 -2.891  -0.1734
C -3.776 -0.684 -3.200  -0.6149
C -4.202 -1.681 -4.065  -0.6827
C -3.270 -2.546 -4.615  -0.8129
C -1.925 -2.423 -4.291  -0.2359
C 1.140 -0.407 -4.513  -0.1277
C 0.613 -0.518 -5.796  -0.3284
C 1.232 0.108 -6.869  -0.7225
C 2.381 0.864 -6.674  -0.5500
C 2.913 0.988 -5.399  -1.1703
C 2.294 0.351 -4.330  -0.1959
C 0.907 -3.138 -3.404  0.0046
C 2.131 -3.407 -4.018  -0.5231
C 2.725 -4.663 -3.940  -0.8309
C 2.115 -5.674 -3.213  -0.4809
C 0.910 -5.418 -2.569  -0.8105
C 0.322 -4.166 -2.658  -0.1652
H -2.115 0.238 -2.221  -0.0570
H -4.499 -0.011 -2.755  0.3617
H -5.253 -1.785 -4.307  0.3936
H -3.586 -3.325 -5.299  0.3989
H -1.213 -3.125 -4.707  0.4081
H -0.291 -1.091 -5.962  0.3771
H 0.815 0.006 -7.863  0.4101
H 2.859 1.353 -7.514  0.3718
H 3.805 1.581 -5.236  0.4551
H 2.710 0.446 -3.331  0.5205
H 2.627 -2.626 -4.588  0.3349
H 3.665 -4.851 -4.446  0.4194
H 2.576 -6.652 -3.143  0.3852
H 0.433 -6.196 -1.985  0.4141
H -0.606 -3.980 -2.124  0.3857
N 1.974 -0.454 0.144  0.1944
S 2.675 -1.774 -0.428  0.7690
C 4.410 -1.326 -0.528  0.1347
C 5.168 -1.041 0.600  -0.3844
C 6.474 -0.614 0.436  -0.7732
C 7.008 -0.474 -0.842  -0.4793
C 6.238 -0.748 -1.961  -0.7635
C 4.923 -1.172 -1.807  -0.0215
C 2.810 -2.935 0.930  0.3656
C 2.031 -2.777 2.058  -0.3623
C 2.142 -3.716 3.080  -0.7684
C 3.012 -4.784 2.957  -0.4900
C 3.766 -4.946 1.797  -0.6516
C 3.662 -4.026 0.772  -0.5370
H 2.430 -0.139 0.998  0.1720
H 4.750 -1.169 1.591  0.4252
H 7.080 -0.394 1.305  0.4233
H 8.036 -0.154 -0.961  0.3901
H 6.653 -0.635 -2.953  0.4654
H 4.302 -1.387 -2.669  0.3064
H 1.334 -1.953 2.144  0.2232
H 1.529 -3.605 3.964  0.4610
H 3.102 -5.503 3.761  0.3899
H 4.428 -5.796 1.691  0.4197
H 4.235 -4.150 -0.140  0.4604

- LUMO energy (hartree) = 0.0094
- gap between HOMO and LUMO (Eh) = 0.2503
- energy above the lowest of the compared OMol25 structures with the same formula, charge and spin (eV) = 0.547
- net charge = 0
- 2S+1 = 1
- E_HOMO (eV) = -6.6
- molar mass (g/mol) = 953.72


Entry 2:
Below is a structure of composition C38H50BBiN10O5Sb2, with properties calculated with ωB97M-V/def2-TZVPD.

Each line ends with the Mulliken spin population.
CARTESIAN COORDINATES (ANGSTROEM)
Bi 0.322 0.940 0.419  0.0281
C 1.480 0.963 -3.409  -0.0055
C 0.231 1.718 -3.094  0.0007
C -0.691 2.312 -3.967  -0.0007
C -1.580 2.971 -3.147  0.0002
N -1.205 2.787 -1.867  0.0002
N -0.100 2.002 -1.838  -0.0017
B -1.705 3.527 -0.591  -0.0001
N -0.440 3.996 0.239  -0.0001
C -0.200 5.264 0.613  0.0000
C 1.092 5.358 1.078  0.0000
C 1.618 4.071 0.959  0.0001
C 3.010 3.618 1.240  -0.0007
N 0.678 3.258 0.473  0.0000
N -2.547 2.541 0.240  0.0002
C -3.639 2.691 1.004  0.0000
C -3.974 1.464 1.536  0.0000
C -3.004 0.586 1.057  0.0004
C -2.863 -0.876 1.312  -0.0009
N -2.149 1.237 0.264  0.0006
N -2.445 4.779 -1.009  0.0000
C -2.025 5.713 -1.905  0.0000
C -2.780 6.839 -1.734  0.0000
C -3.654 6.525 -0.667  0.0000
C -4.711 7.376 -0.049  0.0000
N -3.435 5.299 -0.231  0.0000
H 1.409 0.476 -4.379  0.0001
H 2.325 1.653 -3.445  0.0001
H 1.703 0.211 -2.652  0.0116
H -0.704 2.269 -5.042  0.0000
H -2.451 3.559 -3.382  0.0000
H -0.967 6.012 0.502  0.0000
H 1.600 6.238 1.431  0.0000
H 3.712 4.396 0.940  0.0000
H 3.171 3.418 2.300  0.0001
H 3.252 2.721 0.672  -0.0006
H -4.103 3.657 1.089  0.0000
H -4.804 1.240 2.183  0.0000
H -3.640 -1.436 0.788  0.0000
H -1.892 -1.247 0.983  -0.0007
H -2.966 -1.089 2.377  0.0000
H -1.216 5.515 -2.589  0.0000
H -2.724 7.755 -2.298  0.0000
H -5.417 7.732 -0.801  0.0000
H -5.261 6.805 0.696  0.0000
H -4.282 8.253 0.437  0.0000
O 4.129 -1.348 0.390  0.0443
C 3.366 -0.345 0.525  -0.0906
O 2.560 0.071 -0.327  0.0379
C 3.306 0.287 1.896  0.0689
C 4.301 0.230 2.853  0.0048
C 4.022 0.762 4.110  0.0000
C 2.753 1.244 4.390  0.0002
C 1.806 1.233 3.375  -0.0016
N 2.114 0.814 2.158  -0.0046
C 0.324 1.538 3.587  0.0005
O -0.072 1.660 4.729  0.0000
O -0.380 1.550 2.510  -0.0001
H 5.253 -0.223 2.616  0.0021
H 4.785 0.762 4.877  -0.0001
H 2.467 1.597 5.371  0.0000
C 4.472 -4.161 -1.079  0.0069
Sb 2.844 -3.152 -0.172  0.2246
C 3.269 -3.685 1.839  0.0012
C 1.131 -4.847 -0.348  0.3982
C 0.804 -5.260 -1.692  -0.0428
C 1.657 -6.173 -2.334  0.1066
C 1.405 -6.620 -3.614  -0.0477
C 0.270 -6.166 -4.276  0.1089
C -0.591 -5.276 -3.651  -0.0627
C -0.345 -4.796 -2.368  0.0861
C -1.302 -3.820 -1.763  -0.0019
Sb -0.686 -1.746 -1.929  0.0687
C -2.610 -0.979 -2.448  0.0059
C -0.051 -1.860 -3.962  0.0061
H 4.666 -5.097 -0.554  0.0085
H 5.341 -3.513 -0.980  -0.0042
H 4.285 -4.360 -2.131  -0.0017
H 2.901 -4.684 2.069  0.0023
H 2.799 -2.971 2.511  0.0004
H 4.348 -3.656 1.977  -0.0026
H 0.389 -4.327 0.246  0.0206
H 1.762 -5.529 0.217  0.0126
H 2.526 -6.538 -1.798  0.0048
H 2.071 -7.327 -4.090  -0.0003
H 0.044 -6.514 -5.275  0.0048
H -1.485 -4.954 -4.171  0.0008
H -1.502 -4.042 -0.714  0.0047
H -2.251 -3.866 -2.298  0.0027
H -3.011 -1.559 -3.279  -0.0002
H -2.493 0.062 -2.751  0.0001
H -3.301 -1.012 -1.607  -0.0005
H -0.653 -2.605 -4.481  0.0030
H 1.001 -2.117 -4.071  -0.0014
H -0.233 -0.886 -4.411  -0.0003
C -1.006 -2.285 4.963  -0.0001
N -0.729 -2.492 3.550  0.0003
C -1.418 -3.577 2.879  -0.0025
C 0.084 -1.671 2.889  0.0027
O 0.345 -1.731 1.684  -0.0137
H -2.074 -2.118 5.113  0.0000
H -0.471 -1.405 5.313  0.0001
H -0.701 -3.157 5.542  0.0000
H -1.124 -4.537 3.307  0.0010
H -1.163 -3.554 1.823  0.0054
H -2.498 -3.463 2.990  0.0002
H 0.517 -0.905 3.543  0.0014

- LUMO energy (spin up / spin down) (hartree) = -0.0938 / -0.1640
- gap between HOMO and LUMO (spin up / spin down) (Eh) = 0.2792 / 0.2188
- energy above the lowest of the compared OMol25 structures with the same formula, charge and spin (eV) = 0.000
- <S²> = 0.777
- net charge = +1
- 2S+1 = 2
- E_HOMO (spin up / spin down) (eV) = -10.1 / -10.4
- molar mass (g/mol) = 1190.20


Entry 3:
Below is a structure of composition C38H50CdClGeN2Sb2SiTe at a distorted geometry, with properties calculated with ωB97M-V/def2-TZVPD.

Each line ends with the Mulliken spin population.
CARTESIAN COORDINATES (ANGSTROEM)
Cd 1.071 -0.073 -0.301  0.0406
C 0.036 1.455 4.674  0.0000
Sb -0.493 0.330 2.871  -0.0028
C 0.679 -1.386 3.492  0.0012
C -2.243 -0.571 3.928  -0.0001
C -3.413 0.346 3.953  -0.0004
C -3.490 1.273 4.999  0.0003
C -4.476 2.243 5.068  0.0000
C -5.468 2.269 4.102  0.0000
C -5.455 1.317 3.096  -0.0004
C -4.441 0.365 2.975  0.0003
C -4.511 -0.596 1.841  0.0008
Sb -3.898 0.259 -0.096  0.0112
C -4.627 -1.509 -1.131  -0.0005
C -5.852 1.258 -0.343  0.0001
H 0.018 0.813 5.558  0.0000
H -0.670 2.274 4.819  0.0001
H 1.037 1.869 4.548  0.0000
H 0.992 -1.280 4.532  0.0003
H 1.552 -1.472 2.849  -0.0030
H 0.068 -2.277 3.371  -0.0006
H -1.889 -0.771 4.940  0.0001
H -2.424 -1.515 3.418  0.0001
H -2.736 1.223 5.778  0.0000
H -4.470 2.966 5.876  0.0000
H -6.247 3.023 4.135  0.0000
H -6.255 1.315 2.363  0.0000
H -5.542 -0.906 1.661  -0.0001
H -3.894 -1.479 1.989  -0.0001
H -5.699 -1.632 -0.974  0.0001
H -4.087 -2.378 -0.755  -0.0001
H -4.431 -1.408 -2.197  0.0000
H -6.671 0.598 -0.046  0.0000
H -5.986 1.518 -1.395  0.0000
H -5.897 2.177 0.244  0.0000
C -0.902 3.103 -1.646  0.0388
C 0.121 3.408 -0.591  -0.0226
C 0.512 4.715 -0.357  0.0012
C 1.489 4.947 0.616  0.0002
C 2.020 3.892 1.307  0.0007
C 1.616 2.558 1.000  -0.0031
N 0.652 2.369 0.057  0.0081
N 2.125 1.458 1.559  0.0009
Si 3.660 1.359 2.286  -0.0342
C 3.949 2.224 3.972  0.0000
C 5.037 2.084 1.188  0.0105
C 4.040 -0.465 2.607  0.0133
H -1.429 4.007 -1.953  0.0006
H -1.624 2.377 -1.276  -0.0129
H -0.407 2.666 -2.517  -0.0119
H 0.075 5.528 -0.922  -0.0004
H 1.825 5.959 0.821  0.0000
H 2.761 4.041 2.080  -0.0001
H 3.874 3.312 3.900  -0.0001
H 4.950 1.985 4.343  -0.0002
H 3.229 1.895 4.726  -0.0004
H 4.934 3.170 1.099  0.0025
H 4.980 1.665 0.180  -0.0024
H 6.034 1.878 1.589  0.0000
H 3.689 -0.774 3.595  0.0021
H 5.117 -0.651 2.564  0.0011
H 3.563 -1.093 1.853  0.0013
C 0.162 -2.654 -2.856  0.0178
Ge 0.353 -0.677 -3.189  0.1345
C -1.445 -0.487 -4.177  0.1119
C -1.806 -1.422 -5.146  0.0002
C -3.037 -1.376 -5.785  0.0047
C -3.940 -0.363 -5.485  -0.0031
C -3.595 0.594 -4.543  0.0047
C -2.366 0.522 -3.898  0.0031
C 1.406 -0.756 -4.928  0.0462
C 2.150 -1.874 -5.219  -0.0291
C 2.921 -1.981 -6.392  0.0125
C 2.992 -0.940 -7.275  -0.0053
C 2.282 0.254 -7.016  0.0039
C 2.368 1.371 -7.881  0.0005
C 1.667 2.516 -7.627  0.0011
C 0.846 2.598 -6.485  -0.0009
C 0.755 1.538 -5.626  -0.0054
C 1.469 0.334 -5.848  0.0279
H -0.094 -3.209 -3.762  0.0034
H -0.645 -2.796 -2.135  -0.0030
H 1.069 -3.075 -2.424  -0.0098
H -1.108 -2.210 -5.409  0.0013
H -3.305 -2.134 -6.515  0.0003
H -4.900 -0.318 -5.987  -0.0002
H -4.295 1.388 -4.307  -0.0001
H -2.126 1.274 -3.150  -0.0329
H 2.160 -2.699 -4.516  -0.0135
H 3.469 -2.897 -6.586  -0.0001
H 3.602 -1.008 -8.170  -0.0006
H 3.017 1.299 -8.749  0.0000
H 1.741 3.359 -8.305  0.0001
H 0.287 3.506 -6.295  0.0000
H 0.125 1.602 -4.749  0.0220
Te 3.201 -0.755 -1.659  0.6692
Cl -0.703 -1.878 0.491  -0.0020

- LUMO energy (spin up / spin down) (hartree) = 0.1584 / 0.1523
- gap between HOMO and LUMO (spin up / spin down) (Eh) = 0.2083 / 0.2144
- energy above the lowest of the compared OMol25 structures with the same formula, charge and spin (eV) = 0.756
- <S²> = 0.761
- net charge = -2
- 2S+1 = 2
- E_HOMO (spin up / spin down) (eV) = -1.4 / -1.7
- molar mass (g/mol) = 1154.51


Entry 4:
Below is a structure of composition C38H50CeCl2N9O3 at a distorted geometry, with properties calculated with ωB97M-V/def2-TZVPD.

Each line ends with the Mulliken charge.
CARTESIAN COORDINATES (ANGSTROEM)
Ce 0.782 0.035 0.066  -0.6094
C -6.534 -1.302 0.967  -1.7695
C -5.198 -0.687 0.714  -0.2936
C -4.871 0.548 1.218  -0.9903
C -3.652 1.194 0.895  0.9435
C -3.617 2.545 1.291  -0.6283
N -2.984 3.574 0.749  0.0586
C -2.344 3.553 -0.540  0.4503
C -3.359 3.381 -1.682  -0.5170
C -2.666 3.392 -3.039  -0.8810
N -1.817 2.238 -3.228  0.4424
C -1.523 1.729 -4.399  -0.1701
C -0.613 0.688 -4.622  0.3903
C -0.485 0.194 -5.942  -0.8904
C 0.395 -0.804 -6.280  -0.1050
C 0.493 -1.366 -7.661  -1.6628
C 1.185 -1.329 -5.256  -0.6145
C 1.088 -0.924 -3.931  0.6519
C 1.796 -1.727 -2.976  -0.8839
N 1.836 -1.590 -1.704  0.8247
C 2.410 -2.713 -0.986  -1.1147
C 1.392 -3.210 0.052  -0.0122
C -0.035 -3.232 -0.514  -1.6445
N -0.699 -1.937 -0.312  0.6961
C -1.959 -1.909 -0.556  -0.8218
C -2.916 -0.906 -0.146  0.8607
C -4.218 -1.381 0.007  -0.8328
C -2.591 0.434 0.258  0.3471
O -1.414 0.921 0.121  0.2885
C 0.177 0.120 -3.544  0.3193
O 0.062 0.515 -2.339  0.1762
H -7.312 -0.544 1.014  0.4260
H -6.516 -1.831 1.920  0.3321
H -6.784 -2.014 0.185  0.4190
H -5.597 1.078 1.818  0.5188
H -4.275 2.816 2.110  0.5429
H -3.138 4.481 1.173  0.3876
H -1.649 2.706 -0.543  -1.1767
H -1.797 4.487 -0.681  0.5506
H -4.078 4.200 -1.657  0.5180
H -3.912 2.451 -1.551  0.1488
H -2.057 4.300 -3.125  0.2679
H -3.413 3.417 -3.836  0.5624
H -1.335 1.807 -2.431  -0.4949
H -2.023 2.158 -5.262  0.5652
H -1.125 0.617 -6.701  0.4549
H -0.279 -0.958 -8.307  0.4049
H 0.388 -2.450 -7.631  0.3954
H 1.466 -1.143 -8.096  0.3504
H 1.880 -2.117 -5.505  0.6067
H 2.294 -2.595 -3.435  0.3134
H 3.339 -2.408 -0.492  0.0195
H 2.650 -3.531 -1.681  0.6819
H 1.402 -2.561 0.940  -0.3311
H 1.689 -4.212 0.365  0.7170
H -0.610 -4.019 -0.010  0.7229
H -0.014 -3.477 -1.583  0.5839
H -2.433 -2.803 -0.978  0.5513
H -4.454 -2.371 -0.350  0.5736
Cl 0.933 2.956 -1.140  0.0703
C 1.087 3.776 0.429  -0.3033
Cl 0.850 2.522 1.667  0.0912
H 0.320 4.545 0.532  0.4139
H 2.093 4.192 0.502  0.4630
C 4.214 -1.602 2.007  -1.1958
C 3.991 -0.818 3.300  -0.0051
C 4.005 0.692 3.058  -1.2283
C 2.709 -1.241 3.985  0.3568
C 2.828 -1.872 5.209  -1.0162
C 1.723 -2.266 5.940  -1.2943
C 0.468 -1.962 5.446  -0.9063
C 0.294 -1.311 4.238  0.1850
C -1.134 -0.967 3.871  -0.0435
C -1.273 0.477 3.388  -1.3723
C -1.691 -1.964 2.856  -1.5452
C 1.420 -0.998 3.417  -0.0091
O 1.287 -0.494 2.201  0.9535
H 5.187 -1.375 1.568  0.5853
H 3.428 -1.340 1.295  -0.0082
H 4.172 -2.669 2.219  0.4939
H 4.819 -1.051 3.977  0.9179
H 3.187 0.973 2.394  -0.0446
H 4.957 0.992 2.620  0.4017
H 3.876 1.217 4.002  0.4839
H 3.815 -2.061 5.609  0.4973
H 1.839 -2.769 6.887  0.4291
H -0.403 -2.221 6.029  0.5164
H -1.727 -1.057 4.788  0.9204
H -0.929 0.566 2.353  -0.1035
H -0.684 1.142 4.019  0.5169
H -2.316 0.788 3.439  0.5157
H -1.064 -1.965 1.963  0.1717
H -2.712 -1.702 2.581  0.3859
H -1.691 -2.964 3.280  0.5712
N 5.204 3.330 0.311  -0.6704
N 4.639 2.187 -0.100  0.9397
N 5.274 1.293 -0.802  -1.0165
C 4.335 0.397 -1.048  -0.5533
N 3.170 0.746 -0.497  0.7793
N 3.385 1.901 0.097  -0.0777
H 6.200 3.346 0.108  0.3384
H 4.967 3.597 1.261  0.2345
H 4.521 -0.490 -1.613  0.5402

- LUMO energy (spin up / spin down) (hartree) = -0.3658 / -0.3654
- gap between HOMO and LUMO (spin up / spin down) (Eh) = 0.1721 / 0.1725
- net charge = +3
- 2S+1 = 1
- E_HOMO (spin up / spin down) (eV) = -14.6 / -14.6
- molar mass (g/mol) = 891.90